No. 1
103
Properties=species:S:1:pos:R:3:forces:R:3:lowdin_charge:R:1 method="wB97M-V/def2-TZVPD" multiplicity=5 e_above_lowest_ev=0.751 total_energy_ev=-102842.294 s2=6.007 homo_ha="-0.3218 / -0.3167"
Fe 2.782 -0.470 0.615 -1.496 0.519 -0.425 0.9162
O -1.091 0.206 4.996 -0.186 0.109 -0.505 -0.0089
O -1.756 -6.894 0.864 0.159 -0.035 0.488 0.0237
O 2.331 4.017 -4.105 -0.314 -0.793 0.703 -0.0113
O 1.825 1.115 1.631 0.777 0.429 0.606 -0.0302
O 4.282 0.919 0.172 0.542 0.261 0.035 -0.0510
O 3.089 -6.261 2.781 -0.076 0.301 0.269 0.0357
O -4.513 1.115 0.499 0.871 0.995 -0.888 -0.0099
O 3.946 -0.761 2.372 -0.215 0.092 0.350 -0.0140
O 1.099 -1.776 0.995 0.856 1.366 -1.059 -0.3764
O 1.840 0.123 -1.282 0.772 -1.483 1.290 -0.3967
O 5.137 -1.802 -4.423 -0.340 -0.066 -0.190 0.0069
N 4.125 -0.117 -3.291 -1.240 -0.540 0.141 0.1603
N 0.193 -0.617 3.328 -1.584 -0.229 -0.695 0.1621
N 2.612 2.760 -2.230 0.325 -0.047 0.419 0.1591
N 1.484 -4.609 3.013 0.058 -0.307 0.975 0.1441
N -1.147 -4.743 0.798 0.321 -0.432 0.040 0.1523
N 0.934 2.299 -3.665 -1.513 -1.780 0.306 0.1774
N 2.899 -1.795 4.168 -0.317 0.405 -0.814 0.1774
N 0.510 2.563 2.849 1.270 -0.168 0.159 0.1909
N 2.240 -5.094 1.016 1.119 -0.729 -1.654 0.1540
N 4.691 -0.506 4.502 0.277 0.264 -0.505 0.1785
N 6.251 1.242 -0.852 0.878 1.815 -0.038 0.1973
N -2.093 -0.702 3.168 0.103 0.247 -0.459 0.1645
N -1.843 -5.696 2.787 -0.653 -1.126 -0.070 0.1558
N 5.209 2.944 0.358 0.566 0.179 -0.234 0.1878
N -4.747 1.690 -0.785 -1.367 0.071 -0.267 -0.0956
N 0.221 2.387 0.644 1.048 -0.637 -1.056 0.2000
N 3.318 -2.227 -3.131 -0.824 -0.120 0.158 0.1639
C 2.355 -5.401 2.333 -0.395 0.052 -0.834 -0.6952
C -4.139 2.891 -3.343 -1.543 -0.004 0.231 -0.1771
C 0.690 -0.701 -1.372 0.051 1.631 0.300 -0.3159
C -2.989 3.487 -0.447 0.677 0.042 -0.087 -0.0394
C -4.361 0.789 -1.855 -0.793 -1.159 -0.854 -0.4817
C 4.211 -1.399 -3.729 2.445 -0.251 0.042 -0.6954
C -4.741 1.466 -3.202 2.452 0.224 -1.064 -0.1171
C 1.985 3.061 -3.390 1.114 2.602 -1.241 -0.7065
C -4.437 3.126 -0.828 -0.111 0.857 0.849 -0.5007
C -4.749 3.698 -2.210 0.253 -0.361 -0.243 -0.1514
C -0.998 -0.304 3.876 0.435 0.022 2.384 -0.6914
C -5.351 3.886 0.176 -0.119 -0.988 0.260 -0.0320
C 0.245 -1.535 -0.107 -0.278 -2.023 -0.417 -0.3372
C 0.988 2.007 1.707 -2.721 -0.113 -0.258 -0.6034
C -2.880 0.362 -1.897 0.736 0.346 1.107 -0.0507
C 3.833 -0.998 3.578 0.339 -0.609 0.421 -0.5998
C -1.554 -5.852 1.474 -0.318 0.467 -0.900 -0.7053
C 5.219 1.685 -0.109 -1.724 -2.728 -0.096 -0.6323
C -5.155 -0.566 -1.731 0.681 0.433 0.987 -0.0140
H -1.119 -3.831 1.214 0.163 0.115 -0.372 0.0758
H 3.309 -3.198 -3.382 -0.085 0.091 -0.223 0.1068
H -1.937 -1.162 2.288 -0.454 -0.166 0.043 0.0751
H -3.056 2.842 -3.462 0.088 0.156 0.636 0.1003
H 4.367 3.128 0.877 0.052 0.536 -0.169 0.1202
H -3.578 1.365 0.571 0.061 -0.624 0.960 0.0674
H 1.562 -4.654 4.013 -0.373 0.415 -0.025 0.1032
H 0.747 -1.370 -2.238 -0.046 -0.182 0.016 0.0884
H 6.817 2.017 -1.168 0.515 -0.607 -0.303 0.1096
H -5.832 3.608 -2.325 -0.054 0.090 -0.107 0.1245
H 3.265 0.022 -2.767 0.493 1.147 0.405 0.0489
H -0.530 3.047 0.661 0.024 0.117 0.214 0.0720
H -0.924 -4.992 -0.150 0.063 0.795 -0.135 0.1055
H 2.106 -2.096 3.623 0.264 -0.432 -0.033 0.0698
H 4.866 0.533 -3.457 -0.285 0.205 -0.277 0.0966
H 1.049 -0.408 3.799 0.015 0.242 -0.138 0.0775
H 5.519 -0.023 4.199 -0.019 -0.102 0.118 0.1191
H -4.107 0.985 -3.955 -0.638 -0.884 -0.083 0.1134
H -6.173 -0.549 -2.112 0.168 0.028 -0.368 0.0799
H -2.258 3.311 -1.240 -0.189 -0.020 -0.207 0.0732
H 5.675 3.623 -0.223 -0.260 0.467 0.480 0.1132
H 0.018 -2.539 -0.504 0.158 -0.088 -0.484 0.0750
H 3.291 3.432 -1.927 0.131 -0.232 -0.026 0.0909
H 1.086 -3.875 2.449 -0.192 0.439 0.722 0.0545
H -4.477 3.402 -4.248 -0.071 -0.455 -0.277 0.1118
H -4.513 4.758 -2.326 0.165 0.029 0.567 0.1263
H 4.564 -0.798 5.451 0.304 0.288 0.205 0.1039
H 2.823 -5.604 0.374 -0.030 -0.065 0.096 0.1058
H -4.511 -1.356 -2.117 -0.513 -0.070 -0.721 0.0727
H -2.206 1.216 -1.999 0.017 -0.073 -0.568 0.0581
H -2.259 -6.569 3.073 0.125 0.331 0.952 0.1086
H 3.174 -2.280 4.999 -0.362 -0.185 0.092 0.1116
H -0.797 -1.292 0.166 0.127 0.978 0.486 0.0747
H -2.657 -0.453 -2.583 -0.167 0.478 -0.607 0.0891
H -5.237 3.472 1.180 0.457 0.319 0.095 0.0787
H 0.099 -1.011 2.399 1.648 -0.098 -0.198 0.0468
H 1.595 -4.446 0.600 -0.075 0.152 0.402 0.0659
H -2.582 2.962 0.424 -0.387 -0.098 0.177 0.0585
H -2.940 -0.829 3.692 -0.088 0.061 -0.212 0.1084
H -2.518 -0.094 -0.966 -0.531 0.129 0.366 0.0664
H -5.229 -0.871 -0.685 -0.064 0.412 0.138 0.0728
H 0.430 1.932 -0.234 0.141 0.119 -0.019 0.0879
H 6.226 0.409 -1.413 -0.437 -0.100 0.112 0.1121
H 0.332 2.419 -4.456 0.366 0.247 -0.171 0.1109
H -1.515 -4.987 3.413 0.120 -0.069 -0.046 0.0873
H -0.196 3.264 2.754 -0.121 0.070 0.469 0.1052
H -5.774 1.401 -3.533 -0.140 0.055 0.497 0.1188
H 2.481 1.852 -1.804 -0.009 -0.080 0.420 0.0347
H 0.846 2.254 3.745 -0.176 0.135 0.004 0.1127
H -5.131 4.951 0.139 -0.002 -0.006 0.145 0.0818
H 2.508 -1.795 -2.719 -0.081 -0.377 0.146 0.0479
H 0.738 1.539 -3.029 -0.091 -0.036 -0.205 0.0710
H -0.078 0.051 -1.606 -0.788 -0.662 -0.022 0.0660
H -6.418 3.723 0.011 0.064 0.041 -0.600 0.0865
H -2.937 4.548 -0.201 -0.005 0.017 -0.035 0.0892

No. 2
48
Properties=species:S:1:pos:R:3:forces:R:3:lowdin_charge:R:1 method="wB97M-V/def2-TZVPD" charge=+1 e_above_lowest_ev=0.278 total_energy_ev=-29218.509 homo_ha=-0.4144
O 4.083 -5.697 0.509 -0.692 0.615 0.080 -0.0656
O 0.110 1.256 2.423 -0.044 -0.348 0.106 -0.0006
N 0.095 -0.989 2.162 -0.964 0.917 0.206 0.1053
N -2.796 -3.014 -1.589 1.789 -0.773 0.969 -0.0479
C 1.500 0.866 2.413 0.589 1.043 0.032 -0.1417
C -5.936 -2.088 0.203 0.349 -0.035 -0.229 -0.0508
C 2.855 -5.174 0.755 0.100 0.109 -0.406 -0.2394
C 2.360 -4.005 0.132 0.244 -0.632 0.159 0.0035
C -1.698 -3.470 -0.930 -1.089 0.593 -0.310 0.0856
C -1.948 -3.459 0.473 -0.139 0.161 0.745 -0.1196
C 1.068 -3.595 0.398 -0.260 -0.091 0.024 -0.0552
C -1.112 -3.818 1.525 -0.169 -0.365 -1.067 0.1015
C -0.594 0.110 2.279 2.065 -1.248 -0.128 -0.4240
C -5.102 -2.264 -0.917 -0.135 0.044 0.503 0.0113
C -4.156 -2.817 1.717 -0.587 0.115 0.032 -0.0213
C 0.772 -5.426 1.960 -0.329 0.655 0.076 0.0044
C -3.332 -3.005 0.622 -0.106 0.412 -0.638 -0.1278
C 2.038 -5.881 1.670 0.380 0.245 -0.370 0.0201
C 0.232 -4.276 1.307 0.943 -0.259 0.062 -0.2158
C -2.055 0.272 2.296 -0.395 -0.100 -0.070 0.0194
C 4.971 -5.007 -0.395 -0.173 -0.246 0.243 -0.0454
C -3.811 -2.706 -0.669 -0.178 -0.287 0.569 -0.1556
C 1.534 -0.633 2.316 -0.625 -0.566 0.045 -0.1774
C -2.938 -2.913 -3.027 0.060 0.000 -0.561 0.0184
C -5.473 -2.355 1.505 0.667 -0.255 -0.058 -0.0475
H -3.754 -3.055 2.703 -0.429 0.177 -0.076 0.1189
H -2.524 -0.709 2.290 -0.071 0.130 -0.023 0.0596
H -2.203 -2.214 -3.447 -0.271 -0.092 0.191 0.1109
H -2.798 -3.888 -3.515 -0.117 0.233 0.276 0.1128
H -3.949 -2.554 -3.221 0.301 -0.062 -0.221 0.0836
H 1.951 -1.075 3.237 -0.271 -0.099 -0.409 0.1189
H 1.961 1.213 3.338 -0.061 0.255 -0.205 0.1260
H 4.547 -4.943 -1.405 0.040 -0.085 0.210 0.0978
H 5.860 -5.636 -0.397 -0.045 0.221 -0.136 0.0994
H -6.140 -2.213 2.358 0.238 -0.041 -0.335 0.1144
H 2.146 -0.968 1.463 -0.353 -0.092 0.268 0.1030
H 1.970 1.327 1.544 -0.015 0.230 0.178 0.1236
H 5.219 -4.002 -0.031 -0.088 -0.230 0.016 0.1002
H 2.967 -3.449 -0.576 -0.073 -0.073 0.200 0.1105
H -6.961 -1.736 0.067 0.377 -0.135 -0.002 0.1149
H -2.379 0.849 1.425 0.016 -0.074 0.102 0.1004
H -0.786 -3.773 -1.440 -0.443 0.030 -0.027 0.1511
H 0.157 -5.959 2.685 0.144 0.060 -0.170 0.1254
H 0.696 -2.691 -0.076 0.087 -0.034 0.191 0.1110
H -5.422 -2.075 -1.939 -0.231 0.056 0.379 0.1092
H -1.532 -3.844 2.535 0.094 -0.112 -0.324 0.1426
H 2.457 -6.778 2.115 -0.180 0.133 0.030 0.1301
H -2.352 0.829 3.190 0.048 -0.103 -0.126 0.1019

No. 3
17
Properties=species:S:1:pos:R:3:forces:R:3:lowdin_charge:R:1 method="wB97M-V/def2-TZVPD" e_above_lowest_ev=1.774 total_energy_ev=-24226.685 homo_ha=-0.3521
S -0.589 -2.257 -0.713 0.595 0.257 0.562 0.7371
O -0.719 -3.455 0.089 -0.084 1.194 -0.332 -0.2928
O -1.093 -2.264 -2.054 0.080 -0.001 0.486 -0.2789
N 3.095 -0.399 -0.700 0.101 -1.731 -0.721 0.0764
N -1.001 -0.769 0.095 2.650 0.935 0.101 -0.1799
C 1.031 -1.443 -0.585 -0.455 -0.463 0.111 -0.2041
C 2.362 -1.525 -0.890 -0.657 1.878 0.186 -0.0656
C 1.306 0.756 0.459 -1.902 0.142 -0.238 0.0125
C 0.542 -0.355 0.083 -4.142 0.109 0.993 -0.1584
C 2.536 0.656 -0.142 1.102 -0.136 0.861 -0.1727
C -1.999 -0.599 1.197 -1.095 0.453 -2.530 -0.0685
H 1.007 1.707 1.004 0.133 -1.651 -0.811 0.1402
H 2.748 -2.414 -1.302 1.000 -0.657 -0.484 0.1094
H -1.673 0.155 1.890 0.356 0.093 0.324 0.0689
H -3.033 -0.229 0.763 2.085 -0.843 0.721 0.1189
H 3.208 1.464 -0.014 0.613 0.931 -0.067 0.0999
H -2.102 -1.569 1.627 -0.380 -0.509 0.836 0.0573